Below is a structure of composition C27H49AlBCl22F3NO2Si in a non-equilibrium geometry, with properties calculated with the ωB97M-V functional and the def2-TZVPD basis.

Calculated values
Largest force on an atom (hartree/bohr): 0.0200
Orbital gap (eV): 5.7379
Charge: -1
Electronic energy (eV): -333181.128
HOMO level (eV): -4.36

Each line ends with the Löwdin charge.
CARTESIAN COORDINATES (ANGSTROEM)
C 0.119 -4.015 0.414  -0.1471
C -1.254 -4.376 0.971  -0.3705
N -2.321 -4.218 -0.017  -0.0750
Al -2.318 -2.613 -0.995  0.4296
C -4.316 -2.220 -1.450  -0.1031
C -5.139 -2.318 -0.277  -0.5658
O -5.492 -1.447 0.471  0.0567
F -5.546 -3.592 0.008  0.0492
B -1.334 -2.974 -2.859  -0.4595
C 0.066 -2.430 -3.371  -0.0796
O -2.013 -3.829 -3.770  -0.0088
C -1.635 -0.973 0.054  -0.4405
F -1.495 -1.232 1.435  -0.0432
F -0.365 -0.627 -0.422  -0.0299
C -2.507 0.274 -0.047  -0.1999
C -1.763 1.616 0.046  -0.2246
Si -1.014 2.083 1.723  0.6092
C -1.794 1.212 3.197  -0.1519
C -1.271 3.938 1.947  -0.2345
C 0.843 1.756 1.616  -0.2472
C 1.720 2.755 1.172  -0.1101
C 3.081 2.483 1.056  -0.1251
C 3.592 1.232 1.356  -0.1562
C 2.738 0.238 1.816  -0.1097
C 1.379 0.511 1.946  -0.1026
H 0.240 -4.290 -0.629  0.0109
H 0.858 -4.597 0.962  0.0074
H 0.391 -2.973 0.590  0.0621
H -1.213 -5.436 1.268  0.0788
H -1.428 -3.830 1.907  0.0923
H -3.215 -4.447 0.399  0.0331
H -4.441 -1.269 -1.958  0.0690
H -4.573 -3.013 -2.156  0.0752
H 0.560 -3.214 -3.963  0.0424
H 0.739 -2.144 -2.563  0.0387
H -0.106 -1.592 -4.054  0.0575
H -1.894 -4.749 -3.514  0.0666
H -3.005 0.245 -1.019  0.0925
H -3.293 0.218 0.704  0.1004
H -0.962 1.691 -0.690  0.0780
H -2.474 2.410 -0.210  0.0583
H -2.563 0.517 2.862  0.0197
H -2.248 1.921 3.891  0.0242
H -1.074 0.618 3.761  0.0263
H -2.253 4.138 2.365  -0.0475
H -0.516 4.396 2.590  0.0335
H -1.220 4.431 0.975  -0.0021
H 1.340 3.737 0.918  0.0915
H 3.741 3.266 0.699  0.0969
H 4.644 1.045 1.227  0.0066
H 3.100 -0.752 2.066  0.0805
H 0.724 -0.277 2.300  0.0948
C 3.702 1.132 5.386  -1.0210
Cl 3.141 2.519 4.458  0.5692
Cl 2.362 0.201 6.073  0.4961
H 4.263 0.484 4.721  0.0192
H 4.328 1.482 6.197  0.0171
C 7.151 -0.419 0.015  -1.0362
Cl 5.810 -1.194 0.863  0.5641
Cl 7.389 1.264 0.522  0.5160
H 8.061 -0.967 0.220  -0.0587
H 6.937 -0.431 -1.048  0.0257
C 1.825 -7.200 -1.277  -1.0037
Cl 1.424 -7.048 0.446  0.5761
Cl 0.731 -6.271 -2.305  0.5801
H 2.833 -6.839 -1.427  -0.0646
H 1.754 -8.245 -1.553  0.0214
C 5.910 -6.779 -2.775  -1.0112
Cl 4.828 -5.424 -3.105  0.5348
Cl 5.114 -8.042 -1.826  0.5346
H 6.229 -7.209 -3.717  0.0241
H 6.760 -6.414 -2.212  -0.0365
C -4.030 6.161 0.236  -0.9585
Cl -2.525 7.007 0.648  0.5732
Cl -4.334 4.733 1.226  0.5870
H -4.848 6.856 0.385  0.0244
H -3.976 5.854 -0.802  0.0319
C -7.263 0.860 -0.233  -1.0172
Cl -6.631 1.839 -1.569  0.4988
Cl -8.238 1.833 0.882  0.4872
H -7.885 0.076 -0.643  0.0287
H -6.427 0.430 0.309  -0.0050
C 9.545 -3.701 -1.742  -0.9916
Cl 8.181 -4.442 -0.899  0.5413
Cl 9.781 -2.021 -1.243  0.5630
H 10.444 -4.259 -1.510  0.0248
H 9.349 -3.719 -2.808  0.0282
C 4.289 -5.783 2.687  -1.0202
Cl 4.326 -4.098 3.213  0.5034
Cl 5.671 -6.188 1.655  0.4810
H 4.321 -6.419 3.564  0.0243
H 3.380 -5.954 2.122  -0.0303
C -6.907 1.835 -5.499  -1.0378
Cl -6.022 0.621 -6.427  0.5043
Cl -5.987 3.334 -5.317  0.4862
H -7.831 2.060 -6.017  0.0207
H -7.108 1.437 -4.510  -0.0135
C -1.731 9.522 -2.144  -1.0584
Cl -0.785 8.337 -3.049  0.5084
Cl -0.969 11.117 -2.128  0.4782
H -2.706 9.613 -2.608  0.0278
H -1.828 9.179 -1.122  -0.0437
C -2.606 10.295 2.216  -1.0253
Cl -2.692 11.353 0.799  0.5072
Cl -3.831 10.707 3.424  0.5010
H -2.769 9.273 1.895  -0.0529
H -1.627 10.404 2.666  0.0287